7
Properties=species:S:1:pos:R:3:forces:R:3:mulliken_charge:R:1 method="wB97M-V/def2-TZVPD" largest_force_ha_per_bohr=0.251 orbital_gap_ev="6.508 / 4.808" charge=+3 e_lumo_ha="-0.6499 / -0.7129" spin_multiplicity=6
Pt -2.520 -2.544 -1.601 0.949 0.712 0.407 1.705
Pt -1.614 -0.036 1.478 1.845 0.524 -1.021 1.704
N 1.329 0.997 0.071 1.740 0.841 1.424 1.259
O 1.616 0.027 -0.423 3.906 -8.920 -7.085 -0.312
O 2.152 1.798 0.170 3.935 5.557 -0.275 -0.224
O 0.378 0.953 0.716 -10.755 2.226 6.763 -0.570
F -1.341 -1.195 -0.411 -1.620 -0.940 -0.213 -0.562